{
  "formula": "C6H9N",
  "method": "the ωB97M-V functional and the def2-TZVPD basis",
  "symbols": ["C", "C", "N", "C", "C", "C", "C", "H", "H", "H", "H", "H", "H", "H", "H", "H"],
  "xyz": [[1.709963, 1.279094, -0.127403], [0.386697, 0.948421, -0.645418], [1.587391, -0.020615, -0.794555], [0.929452, -0.923651, 0.221498], [-0.348975, -0.144306, 0.082617], [-1.592465, -0.137478, 0.875777], [-1.571970, -0.800295, -0.488727], [1.957976, 1.328926, 0.935439], [2.354552, 1.892537, -0.761827], [-0.225496, 1.598747, -1.306412], [1.351149, -0.872911, 1.240112], [0.903937, -1.962813, -0.123031], [-2.140892, 0.798155, 0.954129], [-1.584798, -0.760735, 1.761493], [-1.583035, -1.890848, -0.524274], [-2.133488, -0.332232, -1.299423]],
  "forces_ev_per_angstrom": [[0.8, 0.0, 0.2], [-1.2, 0.0, 0.0], [0.0, 0.1, -0.1], [0.1, -0.2, 0.0], [-0.1, 0.2, -0.3], [-0.2, 0.1, 0.2], [-0.2, -0.1, 0.1], [-0.2, -0.1, -0.2], [-0.5, 0.3, 0.3], [1.1, -0.7, -0.4], [0.3, 0.0, -0.5], [0.0, 0.2, 0.1], [0.1, -0.2, 0.1], [-0.3, 0.0, 0.0], [0.1, 0.3, 0.0], [0.3, 0.0, 0.3]]
}



{
  "formula": "C6H9N",
  "method": "the ωB97M-V functional and the def2-TZVPD basis",
  "symbols": ["C", "C", "C", "C", "C", "C", "N", "H", "H", "H", "H", "H", "H", "H", "H", "H"],
  "xyz": [[1.165782, 1.200398, 0.224047], [0.581548, -0.187208, -0.082318], [-0.621276, -0.556942, 1.052439], [-1.701731, -0.133946, 0.049115], [-0.595172, -0.198093, -1.081518], [1.738431, -1.071427, -0.428300], [2.689956, -1.677051, -0.708493], [1.762472, 1.655167, -0.580838], [1.805756, 1.137850, 1.110163], [0.327421, 1.865006, 0.439736], [-0.551882, 0.041942, 1.969677], [-0.680926, -1.621316, 1.293621], [-2.558393, -0.809345, -0.098212], [-2.123466, 0.868151, 0.250750], [-0.596392, -1.149219, -1.630709], [-0.642132, 0.636028, -1.779166]],
  "forces_ev_per_angstrom": [[-0.2, 0.1, 0.2], [-0.8, -0.1, 1.0], [1.5, -0.1, -0.4], [0.6, 0.0, -0.8], [-0.9, 0.2, -0.2], [0.2, -0.5, 0.2], [-1.4, 0.8, 0.4], [-0.3, -0.4, 0.0], [-0.1, 0.1, -0.1], [0.1, 0.1, 0.1], [0.1, -0.3, -0.2], [0.2, 0.2, 0.0], [0.4, 0.1, 0.2], [0.5, -0.4, -0.3], [-0.3, 0.3, 0.1], [0.3, -0.1, -0.2]]
}



{
  "formula": "C6H9N",
  "method": "the ωB97M-V functional and the def2-TZVPD basis",
  "symbols": ["C", "C", "C", "C", "C", "C", "N", "H", "H", "H", "H", "H", "H", "H", "H", "H"],
  "xyz": [[-1.153181, 1.746029, -0.078049], [-0.342150, 0.486743, -0.469236], [-0.083916, -0.803141, 0.060022], [-0.914316, -2.068409, 0.243761], [1.318669, -0.833487, 0.333602], [1.879629, 0.346061, -0.092327], [0.898411, 1.042717, -0.685400], [-1.923191, 1.529096, 0.652018], [-1.539347, 2.320134, -0.926445], [-0.460834, 2.447601, 0.440831], [-0.412347, -2.926754, -0.237495], [-1.910011, -2.016450, -0.204846], [-1.027582, -2.356261, 1.296333], [1.870889, -1.642338, 0.791230], [2.833991, 0.819967, 0.065349], [0.965285, 1.908489, -1.189342]],
  "forces_ev_per_angstrom": [[-0.6, -0.3, -0.1], [0.4, 0.4, 0.5], [0.1, 0.3, 0.1], [-0.1, 0.2, 0.1], [0.1, -0.1, -0.1], [0.3, -0.2, -0.3], [0.4, 0.1, -0.1], [-0.5, -0.1, -0.2], [-0.3, -0.3, 0.1], [-0.4, -0.6, -0.2], [-0.1, 0.5, 0.1], [0.1, 0.2, 0.1], [0.0, 0.2, -0.1], [-0.2, 0.0, -0.1], [0.3, -0.5, -0.3], [0.3, 0.2, 0.5]]
}



{
  "formula": "C6H9N",
  "method": "the ωB97M-V functional and the def2-TZVPD basis",
  "symbols": ["C", "C", "C", "C", "C", "N", "C", "H", "H", "H", "H", "H", "H", "H", "H", "H"],
  "xyz": [[-1.271792, -0.714874, 1.693772], [-0.494871, -0.195217, 0.531148], [-0.599075, -0.693534, -0.699524], [0.528195, -0.276772, -1.586530], [1.403111, 0.608370, -0.701458], [0.798766, 1.862338, -0.303615], [0.690735, 0.726258, 0.619162], [-0.553816, -1.133112, 2.409599], [-1.900893, -1.540307, 1.345352], [-1.893030, 0.016718, 2.218238], [-1.406565, -1.310077, -1.080809], [0.063368, 0.286217, -2.402891], [1.062931, -1.152758, -1.974011], [2.486049, 0.601885, -0.829568], [-0.060250, 2.006690, -0.829239], [1.147136, 0.908175, 1.590376]],
  "forces_ev_per_angstrom": [[-0.1, 0.0, 0.1], [0.0, -0.2, -0.2], [0.0, 0.0, 0.1], [0.0, 0.0, -0.1], [0.0, -0.1, -0.1], [-0.3, 0.2, 0.0], [0.0, -0.2, 0.2], [-0.2, 0.1, 0.1], [0.0, 0.2, 0.2], [0.1, 0.0, -0.1], [0.1, -0.1, 0.2], [0.6, 0.0, -0.4], [-0.1, 0.3, -0.1], [-0.3, 0.0, 0.1], [-0.1, 0.0, 0.2], [0.1, -0.2, -0.2]]
}



{
  "formula": "C6H9N",
  "method": "the ωB97M-V functional and the def2-TZVPD basis",
  "symbols": ["C", "C", "C", "C", "C", "C", "N", "H", "H", "H", "H", "H", "H", "H", "H", "H"],
  "xyz": [[0.636079, 1.749404, -1.167281], [1.424744, 0.599472, -0.035486], [1.729214, -0.788456, -0.158407], [0.583817, -1.530378, 0.203495], [-0.451411, -0.643591, 0.460346], [-1.873227, -0.824551, 0.855502], [0.091471, 0.571882, 0.385249], [1.023369, 2.679152, -0.793801], [1.066590, 1.375730, -2.069438], [-0.468068, 1.908799, -1.368099], [2.691347, -1.247194, -0.386165], [0.498758, -2.596712, 0.378805], [-2.571133, -0.516080, 0.065814], [-2.056056, -1.874912, 1.080812], [-2.101465, -0.237044, 1.752394], [-0.284709, 1.388630, 0.826380]],
  "forces_ev_per_angstrom": [[1.8, 0.3, -0.6], [-2.2, 0.4, -1.0], [-0.3, 0.2, -0.3], [0.2, -0.1, 0.0], [0.1, 0.0, 0.9], [-0.2, -0.2, 0.2], [-0.7, -1.2, 2.2], [0.3, 0.5, -0.5], [0.5, 0.5, -0.8], [1.1, -1.0, 0.8], [-0.3, 0.4, -0.2], [0.1, 0.1, -0.3], [0.2, -0.1, 0.1], [-0.1, 0.1, 0.0], [-0.1, -0.1, -0.1], [-0.5, 0.1, -0.3]]
}



{
  "formula": "C6H9N",
  "method": "the ωB97M-V functional and the def2-TZVPD basis",
  "symbols": ["C", "C", "C", "C", "C", "N", "C", "H", "H", "H", "H", "H", "H", "H", "H", "H"],
  "xyz": [[1.762854, -1.013095, 0.776295], [0.595927, -0.412187, 0.096479], [0.653816, 0.804602, -0.441676], [-0.649402, 1.481272, -0.456660], [-1.665596, 0.482247, -0.018588], [-1.726356, -0.707227, -0.811284], [-0.801085, -0.842412, 0.285687], [1.509333, -1.129747, 1.839479], [2.613726, -0.325701, 0.720471], [2.022057, -1.980320, 0.361958], [1.507663, 1.371996, -0.787950], [-0.362721, 1.318756, -1.622508], [-0.609117, 2.380869, 0.213338], [-2.585765, 0.760992, 0.510885], [-1.227251, -0.577963, -1.686611], [-1.038088, -1.612089, 1.020682]],
  "forces_ev_per_angstrom": [[0.3, -0.5, 0.0], [0.2, 0.3, 0.2], [0.9, -0.3, 1.7], [0.3, -0.1, -1.6], [0.5, -0.8, 0.4], [-0.1, -0.5, -0.6], [-0.5, 0.8, 0.7], [0.1, -0.1, -0.2], [-0.1, -0.3, 0.0], [0.3, -0.3, 0.1], [0.3, -0.3, 0.3], [-2.4, 2.3, 1.1], [-0.2, -0.2, -1.6], [0.5, -0.1, -0.2], [0.0, -0.1, -0.1], [-0.1, 0.2, -0.1]]
}



Number 1: HOMO energy -8.89 eV, frontier orbital gap 9.966 eV. Number 2: HOMO energy -10.58 eV, frontier orbital gap 11.439 eV. Number 3: HOMO energy -7.68 eV, frontier orbital gap 8.693 eV. Number 4: HOMO energy -8.70 eV, frontier orbital gap 9.786 eV. Number 5: HOMO energy -7.82 eV, frontier orbital gap 8.676 eV. Number 6: HOMO energy -8.34 eV, frontier orbital gap 9.363 eV.